The following is a quantum chemistry calculation of a cluster of 11 separate species, C29H85N5O11 in total, from the OMol25 dataset.

Calculated values
Relative energy (zero: lowest compared OMol25 entry of this formula, charge and spin)   0.0 kJ/mol
HOMO-LUMO gap   9.47 eV

The geometry in XYZ format:
```
130
C29H85N5O11 ωB97M-V/def2-TZVPD
C -2.37 1.90 1.47
O -3.59 2.03 0.75
C -4.60 2.67 1.50
C -5.81 2.79 0.62
C -6.94 3.63 1.19
N -6.33 1.46 0.26
H -1.87 2.88 1.56
H -1.73 1.17 0.98
H -2.60 1.61 2.50
H -4.82 2.05 2.38
H -4.28 3.65 1.87
H -5.50 3.29 -0.31
H -6.61 4.66 1.36
H -7.29 3.22 2.14
H -7.81 3.61 0.53
H -6.92 1.50 -0.57
H -5.57 0.86 -0.04
C -4.74 -4.21 3.17
O -3.89 -3.10 3.14
C -2.76 -3.27 2.31
C -1.84 -2.08 2.48
C -0.59 -2.28 1.63
N -1.40 -1.94 3.89
H -4.27 -5.12 3.54
H -5.12 -4.46 2.17
H -5.59 -3.96 3.79
H -2.24 -4.20 2.60
H -3.03 -3.42 1.26
H -2.32 -1.15 2.20
H -0.19 -3.29 1.77
H 0.14 -1.50 1.82
H -0.83 -2.25 0.56
H -2.16 -2.23 4.49
H -0.70 -2.66 4.08
C 8.29 1.14 2.04
O 7.03 0.52 2.26
C 6.98 -0.81 1.81
C 6.59 -0.96 0.32
C 5.14 -0.54 0.13
N 6.77 -2.36 -0.12
H 9.09 0.55 2.50
H 8.22 2.12 2.51
H 8.46 1.29 0.97
H 7.92 -1.33 2.01
H 6.18 -1.29 2.39
H 7.27 -0.36 -0.29
H 4.54 -1.17 0.79
H 4.86 -0.64 -0.92
H 5.00 0.49 0.45
H 7.74 -2.61 0.02
H 6.25 -2.96 0.52
C -5.34 -3.36 -0.83
O -4.91 -2.43 -1.81
C -3.89 -1.59 -1.32
C -3.75 -0.41 -2.27
C -3.26 -0.80 -3.66
N -2.81 0.54 -1.67
H -5.69 -2.83 0.07
H -4.54 -4.06 -0.58
H -6.17 -3.94 -1.23
H -4.11 -1.20 -0.32
H -2.94 -2.15 -1.30
H -4.74 0.04 -2.40
H -4.07 -1.22 -4.26
H -2.48 -1.56 -3.60
H -2.78 0.03 -4.17
H -2.78 1.37 -2.26
H -3.11 0.93 -0.78
C -1.34 4.19 4.38
O -0.34 3.31 4.83
C 0.97 3.69 4.48
C 1.26 3.66 2.97
C 1.08 2.28 2.36
N 2.66 4.07 2.69
H -2.28 3.84 4.79
H -1.40 4.26 3.29
H -1.15 5.19 4.78
H 1.17 4.71 4.84
H 1.68 3.00 4.95
H 0.64 4.40 2.46
H 1.35 2.21 1.32
H 0.07 1.90 2.54
H 1.72 1.60 2.94
H 3.31 3.43 3.13
H 2.83 4.98 3.12
C 2.05 -0.44 -1.63
C 0.68 0.10 -1.29
O -0.29 -0.91 -1.54
H 2.79 0.37 -1.65
H 2.09 -0.93 -2.60
H 2.38 -1.19 -0.91
H 0.53 1.02 -1.88
H 0.60 0.40 -0.24
H -1.13 -0.43 -1.67
C -1.21 -4.77 -1.96
C 0.21 -4.47 -2.42
O 0.82 -3.51 -1.56
H -1.81 -3.86 -1.93
H -1.17 -5.23 -0.97
H -1.74 -5.47 -2.60
H 0.19 -4.09 -3.45
H 0.84 -5.36 -2.36
H 0.36 -2.67 -1.66
C 3.79 3.00 -2.15
C 3.00 2.92 -0.86
O 2.99 4.21 -0.28
H 4.85 3.11 -1.90
H 3.44 3.83 -2.76
H 3.73 2.12 -2.78
H 3.42 2.19 -0.15
H 1.96 2.59 -1.05
H 2.57 4.15 0.59
C -0.07 -1.13 -4.62
O -0.84 -0.10 -5.23
H -0.47 -1.41 -3.65
H -0.07 -1.98 -5.29
H 0.96 -0.79 -4.47
H -0.85 0.66 -4.64
C 4.42 -3.40 -2.57
O 5.81 -3.20 -2.70
H 4.01 -3.78 -3.50
H 4.18 -4.12 -1.77
H 3.87 -2.48 -2.35
H 6.14 -2.93 -1.82
C 0.64 2.94 -3.77
O -0.40 2.06 -3.34
H 0.32 3.58 -4.59
H 1.04 3.49 -2.91
H 1.45 2.32 -4.15
H -1.07 2.55 -2.87
```

Mulliken atomic charge list, values in e, 8 entries:
1 C -0.496
2 O -0.366
3 C -0.940
4 C 0.864
5 C -1.549
6 N -0.809
7 H 0.359
8 H -0.243

=====

The following is a quantum chemistry calculation of a cluster of 15 separate species, C29H88O15 in total, from the OMol25 dataset.

Calculated values
Relative energy (zero: lowest compared OMol25 entry of this formula, charge and spin)   252.7 kJ/mol
HOMO-LUMO gap   10.20 eV

The geometry in XYZ format:
```
132
C29H88O15 ωB97M-V/def2-TZVPD
C 10.74 -30.06 12.22
C 10.66 -30.55 10.78
C 9.35 -31.29 10.60
O 10.75 -29.43 9.97
H 9.93 -29.36 12.40
H 11.72 -29.63 12.43
H 10.68 -30.89 12.92
H 11.47 -31.24 10.54
H 8.55 -30.75 11.13
H 9.46 -32.26 11.09
H 8.94 -31.46 9.61
H 10.70 -29.90 9.14
C 6.37 -28.45 5.66
C 7.51 -28.87 6.49
C 7.15 -29.14 8.00
O 8.19 -29.97 5.96
H 5.86 -27.63 6.18
H 5.72 -29.31 5.49
H 6.67 -28.14 4.66
H 8.20 -28.02 6.54
H 8.02 -29.40 8.60
H 6.47 -29.99 8.01
H 6.64 -28.28 8.44
H 8.98 -30.17 6.47
C 4.09 -32.97 15.28
C 3.51 -34.21 15.99
C 3.62 -35.39 15.06
O 4.34 -34.46 17.05
H 3.98 -32.11 15.94
H 3.53 -32.75 14.37
H 5.16 -33.11 15.10
H 2.49 -34.07 16.36
H 2.88 -35.19 14.28
H 3.45 -36.33 15.59
H 4.57 -35.46 14.54
H 3.81 -34.93 17.70
C 6.22 -30.59 12.86
C 5.14 -30.12 11.85
C 3.86 -30.99 11.88
O 4.75 -28.73 12.08
H 6.31 -31.67 12.85
H 5.95 -30.30 13.87
H 7.19 -30.11 12.73
H 5.64 -30.15 10.88
H 3.47 -31.13 12.89
H 4.08 -31.99 11.50
H 3.02 -30.67 11.27
H 5.55 -28.19 12.12
C 8.70 -33.54 14.10
C 9.43 -34.78 14.60
C 9.94 -34.73 16.02
O 8.63 -35.91 14.40
H 8.24 -33.63 13.12
H 9.37 -32.68 14.13
H 7.83 -33.20 14.65
H 10.34 -34.95 14.03
H 9.18 -34.30 16.67
H 10.74 -33.99 16.08
H 10.21 -35.70 16.42
H 7.91 -35.96 15.03
C 7.35 -28.38 15.54
C 8.79 -28.73 15.22
C 9.56 -27.48 14.74
O 9.34 -29.09 16.48
H 7.29 -27.70 16.39
H 6.81 -29.27 15.85
H 6.79 -27.95 14.71
H 8.87 -29.54 14.49
H 9.62 -26.77 15.56
H 8.96 -26.98 13.97
H 10.53 -27.78 14.36
H 9.45 -28.26 16.94
C 0.53 -33.99 10.45
C 0.32 -34.53 11.88
C 0.48 -33.46 12.95
O -0.97 -35.14 11.94
H 0.37 -34.71 9.65
H 1.56 -33.66 10.33
H -0.14 -33.16 10.22
H 1.06 -35.33 11.91
H 1.52 -33.11 12.93
H 0.18 -33.86 13.92
H -0.22 -32.63 12.87
H -1.57 -34.41 11.77
C 0.03 -29.70 13.71
O -1.01 -30.34 14.46
H -0.48 -29.18 12.90
H 0.61 -29.00 14.32
H 0.70 -30.47 13.32
H -1.53 -30.83 13.82
C 3.87 -28.83 16.56
O 4.30 -28.83 17.91
H 3.01 -29.50 16.54
H 3.47 -27.88 16.21
H 4.66 -29.13 15.87
H 4.51 -29.75 18.06
C 2.70 -31.75 8.00
O 3.57 -31.29 6.97
H 2.48 -32.82 7.90
H 3.04 -31.48 9.00
H 1.76 -31.23 7.86
H 3.53 -30.33 6.92
C 3.50 -28.23 8.62
O 3.34 -28.54 7.23
H 4.07 -28.95 9.20
H 4.02 -27.28 8.75
H 2.52 -28.11 9.08
H 2.72 -27.97 6.77
C 6.23 -26.02 10.98
O 6.97 -26.97 11.82
H 6.27 -26.40 9.95
H 5.21 -25.86 11.34
H 6.71 -25.05 11.05
H 7.81 -27.15 11.39
C 0.19 -29.57 10.01
O -0.67 -30.71 9.99
H 1.18 -29.87 9.67
H -0.21 -28.83 9.31
H 0.48 -29.09 10.95
H -0.80 -31.04 9.10
C 2.10 -26.75 13.46
O 2.20 -27.28 12.15
H 2.31 -27.47 14.25
H 2.61 -25.80 13.61
H 1.05 -26.44 13.52
H 3.01 -27.80 12.14
C 5.87 -34.80 11.34
O 4.70 -34.36 10.71
H 6.58 -35.07 10.56
H 6.22 -33.98 11.97
H 5.72 -35.67 11.98
H 5.00 -33.84 9.96
```

Mulliken atomic charge list, values in e, 8 entries:
1 C -0.996
2 C 0.392
3 C -0.957
4 O -0.554
5 H -0.065
6 H 0.500
7 H 0.233
8 H 0.254

=====

The following is a quantum chemistry calculation of a structure of composition C2Br2Cl2S, from the OMol25 dataset.

Calculated values
Relative energy (zero: lowest compared OMol25 entry of this formula, charge and spin)   408.2 kJ/mol
HOMO-LUMO gap   7.34 eV

The geometry in XYZ format:
```
7
C2Br2Cl2S ωB97M-V/def2-TZVPD
C -1.14 -0.04 -0.21
C 1.54 -0.33 -0.25
S -1.84 1.35 -0.41
Cl 2.13 -1.90 0.13
Cl -3.37 1.83 0.96
Br -1.14 -1.58 0.76
Br 1.96 0.72 1.22
```

What are the natural (NBO) partial charges on each atom? They are as follows, in elementary charge units:
1 C -0.513
2 C -0.165
3 S 0.627
4 Cl 0.030
5 Cl -0.329
6 Br 0.236
7 Br 0.113

=====

The following is a quantum chemistry calculation of a structure of composition C2Br2Cl4, from the OMol25 dataset.

Calculated values
Relative energy (zero: lowest compared OMol25 entry of this formula, charge and spin)   0.0 kJ/mol
HOMO-LUMO gap   10.45 eV

The geometry in XYZ format:
```
8
C2Br2Cl4 ωB97M-V/def2-TZVPD
C -0.53 0.00 -0.35
C 0.84 0.00 0.33
Cl -1.43 1.45 0.13
Cl -1.43 -1.45 0.14
Cl -0.31 0.00 -2.11
Cl 0.62 0.00 2.09
Br 1.84 -1.57 -0.21
Br 1.84 1.57 -0.21
```

What are the natural (NBO) partial charges on each atom? They are as follows, in elementary charge units:
1 C -0.202
2 C -0.301
3 Cl 0.056
4 Cl 0.056
5 Cl 0.058
6 Cl 0.063
7 Br 0.135
8 Br 0.135

=====

The following is a quantum chemistry calculation of a structure of composition C2Br2IN, from the OMol25 dataset.

Calculated values
Relative energy (zero: lowest compared OMol25 entry of this formula, charge and spin)   24.4 kJ/mol
HOMO-LUMO gap   7.92 eV

The geometry in XYZ format:
```
6
C2Br2IN ωB97M-V/def2-TZVPD
C -0.14 0.64 0.20
C -0.89 -0.44 0.09
N 0.69 1.55 0.03
Br -1.03 -1.22 -1.78
Br -1.20 -1.31 1.69
I 2.58 0.77 -0.22
```

What are the natural (NBO) partial charges on each atom? They are as follows, in elementary charge units:
1 C 0.284
2 C -0.344
3 N -0.519
4 Br 0.092
5 Br 0.173
6 I 0.314

=====

The following is a quantum chemistry calculation of a structure of composition C2Br4S2, from the OMol25 dataset.

Calculated values
Relative energy (zero: lowest compared OMol25 entry of this formula, charge and spin)   70.9 kJ/mol
HOMO-LUMO gap   8.38 eV

The geometry in XYZ format:
```
8
C2Br4S2 ωB97M-V/def2-TZVPD
C 1.17 0.12 0.01
C -1.31 0.07 -0.05
S 0.12 0.23 1.47
S 0.01 0.18 -1.39
Br 2.56 1.35 0.04
Br 2.09 -1.80 -0.10
Br -1.97 -1.67 0.08
Br -2.67 1.51 -0.06
```

What are the natural (NBO) partial charges on each atom? They are as follows, in elementary charge units:
1 C -0.565
2 C -0.527
3 S 0.310
4 S 0.353
5 Br 0.172
6 Br -0.045
7 Br 0.168
8 Br 0.134

=====

The following is a quantum chemistry calculation of a structure of composition C2BrCl3F2, from the OMol25 dataset.

Calculated values
Relative energy (zero: lowest compared OMol25 entry of this formula, charge and spin)   36.5 kJ/mol
HOMO-LUMO gap (alpha / beta)   8.28 / 8.15 eV

The geometry in XYZ format:
```
8
C2BrCl3F2 ωB97M-V/def2-TZVPD
C 1.22 0.12 -0.13
C -1.27 -0.25 -0.05
F 1.72 -0.30 -1.30
F 1.64 -0.69 0.90
Cl 1.34 1.73 0.23
Cl -1.85 -0.82 -1.49
Cl -1.15 -1.27 1.27
Br -1.65 1.48 0.59
```

What are the natural (NBO) partial charges on each atom? They are as follows, in elementary charge units:
1 C 0.585
2 C -0.398
3 F -0.312
4 F -0.328
5 Cl 0.081
6 Cl 0.140
7 Cl 0.096
8 Br 0.136

=====

The following is a quantum chemistry calculation of an isolated molecule of C2BrClF2, from the OMol25 dataset.

Calculated values
Relative energy (zero: lowest compared OMol25 entry of this formula, charge and spin)   0.0 kJ/mol
HOMO-LUMO gap   9.86 eV

The geometry in XYZ format:
```
6
C2BrClF2 ωB97M-V/def2-TZVPD
F 0.49 1.58 -0.82
C 0.08 0.72 0.08
F -0.42 1.36 1.10
C 0.01 -0.68 -0.02
Cl -0.80 -1.54 1.22
Br 0.64 -1.43 -1.57
```

What are the natural (NBO) partial charges on each atom? They are as follows, in elementary charge units:
1 F -0.279
2 C 0.728
3 F -0.288
4 C -0.390
5 Cl 0.080
6 Br 0.149

=====

The following is a quantum chemistry calculation of a structure of composition C2BrI3, from the OMol25 dataset.

Calculated values
Relative energy (zero: lowest compared OMol25 entry of this formula, charge and spin)   0.0 kJ/mol
HOMO-LUMO gap   8.84 eV

The geometry in XYZ format:
```
6
C2BrI3 ωB97M-V/def2-TZVPD
C -0.19 0.37 0.55
C 0.13 -0.43 -0.49
Br -1.96 0.79 0.91
I 1.26 1.28 1.73
I 2.10 -0.81 -0.99
I -1.35 -1.21 -1.71
```

What are the natural (NBO) partial charges on each atom? They are as follows, in elementary charge units:
1 C -0.416
2 C -0.481
3 Br 0.150
4 I 0.245
5 I 0.255
6 I 0.248

=====

The following is a quantum chemistry calculation of a structure of composition C2BrNO6, from the OMol25 dataset.

Calculated values
Net charge   -2
Relative energy (zero: lowest compared OMol25 entry of this formula, charge and spin)   313.7 kJ/mol
HOMO-LUMO gap (alpha / beta)   7.22 / 7.22 eV

The geometry in XYZ format:
```
10
C2BrNO6 ωB97M-V/def2-TZVPD
C 1.68 -0.22 -1.74
C -2.19 0.10 0.86
N 0.35 0.32 0.39
O 1.30 0.81 -2.14
O -2.52 1.04 0.21
O 2.27 -1.20 -2.04
O -2.75 -0.73 1.50
O 1.28 -0.39 -0.18
O -0.69 -0.49 0.51
Br 1.26 0.75 2.63
```

natural (NBO) atomic charge list, values in e, 8 entries:
1 C 0.990
2 C 0.981
3 N 0.402
4 O -0.680
5 O -0.692
6 O -0.687
7 O -0.702
8 O -0.498